[1]
Computed, not measured: a molecular structure, C27H32ClN2O2Ti, with wB97M-V/def2-TZVPD.

As for the lowest unoccupied orbital energy: 2.738 eV. As for the HOMO-LUMO gap: 0.2638 hartree. The calculation puts the HOMO energy at -4.44 eV. The relative energy (zero: lowest compared OMol25 entry of this formula, charge and spin) is 0.288 eV. Its total charge is -1.

Element x y z (Å)
Ti (-0.12971, -0.27945, 0.23405)
N (-1.07578, 1.08724, -0.19602)
C (-2.17478, 1.89037, -0.17932)
C (-3.31412, 1.55636, 0.57858)
C (-4.43274, 2.37148, 0.58201)
C (-4.46101, 3.54631, -0.16180)
C (-3.34296, 3.89176, -0.91200)
C (-2.21901, 3.08355, -0.92272)
H (-3.29643, 0.63982, 1.15652)
H (-5.29547, 2.08488, 1.17304)
H (-5.33873, 4.18045, -0.15644)
H (-3.34650, 4.80447, -1.49761)
H (-1.34742, 3.35668, -1.50534)
C (2.16531, 2.01415, -1.20778)
C (2.50124, 0.54011, -1.12420)
O (3.48547, 0.06648, -1.65452)
O (1.66312, -0.17729, -0.40925)
H (2.88709, 2.52733, -1.83850)
H (2.16541, 2.44455, -0.20504)
H (1.15292, 2.13661, -1.59230)
C (0.64795, -4.36766, 2.99671)
C (-0.46576, -4.07694, 2.02741)
C (-1.68821, -4.73680, 2.12091)
C (-2.70242, -4.46036, 1.20989)
C (-4.01820, -5.19187, 1.28727)
C (-2.51647, -3.49700, 0.22855)
C (-1.30660, -2.78765, 0.11742)
C (-0.28170, -3.14697, 1.01849)
N (-1.01013, -1.76646, -0.76285)
C (-1.58885, -1.70126, -2.11702)
C (-3.00748, -1.11575, -2.13852)
C (-0.68759, -0.77075, -2.93765)
C (-1.55057, -3.07443, -2.79877)
H (0.49912, -5.32674, 3.49412)
H (0.70105, -3.59548, 3.76900)
H (1.61471, -4.38952, 2.49115)
H (-1.84118, -5.48595, 2.89068)
H (-4.03250, -5.88959, 2.12491)
H (-4.20751, -5.75797, 0.37260)
H (-4.84786, -4.49364, 1.41507)
H (-3.33822, -3.27825, -0.43736)
H (0.70984, -2.71886, 0.87536)
H (-3.01524, -0.15283, -1.62979)
H (-3.73835, -1.76246, -1.65353)
H (-3.33401, -0.96259, -3.17141)
H (-0.71460, 0.24127, -2.53251)
H (-1.02840, -0.73765, -3.97571)
H (0.34404, -1.12698, -2.91669)
H (-2.19874, -3.80639, -2.32101)
H (-0.53044, -3.46382, -2.78353)
H (-1.86611, -2.97433, -3.84010)
Cl (0.47456, 2.93980, 2.31540)
C (1.64833, 1.66480, 2.53463)
C (2.98535, 2.02854, 2.58658)
C (3.96167, 1.06347, 2.75975)
C (3.57868, -0.26508, 2.90385)
C (2.24420, -0.61185, 2.85120)
C (1.22250, 0.33232, 2.63709)
C (-0.16946, -0.10289, 2.41995)
H (3.24861, 3.07306, 2.48164)
H (5.00592, 1.34627, 2.77880)
H (4.32670, -1.03524, 3.04595)
H (1.95692, -1.65256, 2.95329)
H (-0.90250, 0.64716, 2.71017)
H (-0.36942, -1.05015, 2.92114)

***

[2]
Computed, not measured: a molecular structure, C27H32IN3PPdSSi, with wB97M-V/def2-TZVPD.

As for the lowest unoccupied orbital energy: -10.876 eV. As for the HOMO-LUMO gap: 0.2164 hartree. The calculation puts the HOMO energy at -16.76 eV. The relative energy (zero: lowest compared OMol25 entry of this formula, charge and spin) is 0.894 eV. Its total charge is +3.

Element x y z (Å)
Pd (-0.47837, 1.06244, 0.62826)
I (0.31141, 2.65977, -1.16997)
C (2.26992, 2.13624, -1.57322)
C (3.12151, 3.20308, -1.69263)
C (4.38746, 3.00113, -2.27877)
C (4.71179, 1.76288, -2.74889)
C (3.83011, 0.65959, -2.61494)
C (4.19180, -0.59251, -3.16381)
C (3.35972, -1.66943, -3.06124)
C (2.17376, -1.55476, -2.32142)
C (1.75987, -0.34817, -1.77330)
P (0.33831, -0.69693, -0.69829)
C (-1.10937, -1.17317, -1.60864)
C (-2.20203, -1.75928, -0.95358)
C (-3.33115, -2.09279, -1.67543)
C (-3.38752, -1.83082, -3.04375)
C (-2.31427, -1.23688, -3.69323)
C (-1.17207, -0.90440, -2.97957)
C (0.95457, -1.99363, 0.36004)
C (0.35221, -3.24883, 0.43187)
C (0.96445, -4.26062, 1.16369)
C (2.16544, -4.02560, 1.81021)
C (2.78027, -2.77511, 1.72363)
C (2.18035, -1.76648, 1.00197)
C (2.57368, 0.81191, -1.96471)
H (2.83378, 4.20121, -1.38827)
H (5.06375, 3.83814, -2.38037)
H (5.66050, 1.59909, -3.24406)
H (5.14273, -0.68044, -3.67438)
H (3.62197, -2.62314, -3.49741)
H (1.59669, -2.45963, -2.17351)
H (-2.17770, -1.94720, 0.11368)
H (-4.17050, -2.56272, -1.18044)
H (-4.27374, -2.09679, -3.60483)
H (-2.36197, -1.04141, -4.75576)
H (-0.33239, -0.45048, -3.49067)
H (-0.56266, -3.46588, -0.09950)
H (0.50377, -5.23802, 1.21070)
H (2.64241, -4.81948, 2.36966)
H (3.73345, -2.60535, 2.20605)
H (2.67815, -0.80499, 0.91511)
N (1.30817, 2.12641, 2.22173)
N (1.25892, 1.47416, 3.45625)
C (0.45127, 0.43237, 3.68128)
N (0.46326, -0.09507, 4.89615)
S (-0.56485, -0.34946, 2.53058)
H (2.25178, 2.08576, 1.84421)
H (1.05726, 3.10392, 2.35242)
H (1.82249, 1.83967, 4.21422)
H (1.04611, 0.26027, 5.64095)
H (-0.14020, -0.87360, 5.11341)
C (-2.52222, 2.81030, 2.36456)
Si (-3.43599, 1.65009, 1.20532)
C (-4.92075, 2.45329, 0.40876)
C (-3.93925, 0.01323, 1.92075)
C (-2.32511, 1.51279, -0.34107)
H (-2.88152, 2.66997, 3.38646)
H (-2.71795, 3.84387, 2.07039)
H (-1.43084, 2.70599, 2.42393)
H (-5.67214, 2.54817, 1.20199)
H (-5.35646, 1.82328, -0.36822)
H (-4.76259, 3.44860, -0.00477)
H (-4.44924, 0.22725, 2.86562)
H (-3.17685, -0.72768, 2.13949)
H (-4.68084, -0.44193, 1.25977)
H (-2.18597, 2.48227, -0.81168)
H (-2.52663, 0.76552, -1.10279)

***

[3]
Computed, not measured: a molecular structure, C27H32N2O7S3Tl, with wB97M-V/def2-TZVPD.

As for the lowest unoccupied orbital energy (alpha / beta): -5.632 / -5.743 eV. As for the HOMO-LUMO gap (alpha / beta): 0.1955 / 0.1915 hartree. The calculation puts the HOMO energy (alpha / beta) at -10.95 / -10.95 eV. The relative energy (zero: lowest compared OMol25 entry of this formula, charge and spin) is 1.429 eV. Its total charge is +1.

Element x y z (Å)
Tl (-1.50537, 1.33649, 0.84947)
O (-0.82712, -0.56363, 2.35503)
S (-0.84458, -1.99228, 2.82408)
C (0.38592, -2.01807, 4.24172)
C (0.81690, -0.62069, 4.67179)
C (2.33058, -0.43767, 4.53565)
C (2.89677, -0.71128, 3.14187)
S (2.75796, 0.74820, 2.03927)
O (1.47219, 1.39618, 2.19990)
C (4.05294, 1.79847, 2.58546)
C (5.37361, 1.36723, 2.50259)
C (6.37494, 2.22057, 2.93022)
C (6.04914, 3.48031, 3.42005)
C (4.72610, 3.89728, 3.48534)
C (3.70980, 3.05753, 3.05917)
C (0.18260, -2.87445, 1.65382)
C (0.56356, -4.18400, 1.91472)
C (1.42229, -4.82396, 1.03529)
C (1.88122, -4.16099, -0.09716)
C (1.45628, -2.86841, -0.36873)
C (0.59952, -2.21548, 0.50873)
H (1.22920, -2.61303, 3.90083)
H (-0.13976, -2.57012, 5.01883)
H (0.52962, -0.42286, 5.70323)
H (0.30950, 0.12101, 4.05321)
H (2.83647, -1.15323, 5.19090)
H (2.62873, 0.55815, 4.87082)
H (2.38667, -1.51864, 2.61146)
H (3.96969, -0.90158, 3.14832)
H (5.61996, 0.39162, 2.10043)
H (7.40805, 1.90605, 2.88082)
H (6.83596, 4.14527, 3.74961)
H (4.48364, 4.87867, 3.86869)
H (2.67185, 3.35985, 3.09216)
H (0.19115, -4.70117, 2.79176)
H (1.72442, -5.84486, 1.22615)
H (2.56273, -4.65996, -0.77311)
H (1.77454, -2.37031, -1.27581)
H (0.23717, -1.21587, 0.30357)
C (1.14658, 1.13151, -4.21580)
C (1.02112, 0.96701, -2.73046)
N (-0.00420, 0.49209, -2.13062)
O (-0.99366, 0.12087, -2.97795)
C (2.17976, 1.31267, -1.88004)
C (3.38744, 1.94560, -2.50332)
N (2.14360, 1.05906, -0.62155)
O (3.15950, 1.19459, 0.13350)
H (0.19917, 0.91086, -4.69464)
H (1.90014, 0.45088, -4.61639)
H (1.44342, 2.14875, -4.47212)
H (-1.67965, -0.27031, -2.39928)
H (3.73496, 1.33681, -3.33776)
H (4.18783, 2.05349, -1.77683)
H (3.13769, 2.93167, -2.89710)
C (-6.30352, 2.43454, 3.01293)
C (-5.52433, 1.37420, 2.28335)
C (-4.75653, 0.44663, 2.98003)
C (-4.03696, -0.53717, 2.31151)
C (-4.07192, -0.58979, 0.92783)
C (-4.85911, 0.30971, 0.21415)
C (-5.57973, 1.27860, 0.89231)
S (-3.00315, -1.67781, 0.01468)
O (-3.77427, -2.27203, -1.04175)
O (-2.40853, -2.58656, 0.97716)
O (-1.98586, -0.71003, -0.49750)
H (-5.80589, 2.72499, 3.93766)
H (-7.29757, 2.06610, 3.27424)
H (-6.43410, 3.32252, 2.39548)
H (-4.72279, 0.49087, 4.06267)
H (-3.46185, -1.27444, 2.85689)
H (-4.90838, 0.23067, -0.86461)
H (-6.19835, 1.97368, 0.33668)